Record 1
A 3-piece molecular cluster, C19H39BBr2FIN9O5 overall. Source: the Open Molecules 2025 dataset; level of theory: ωB97M-V/def2-TZVPD.

Element x y z (Å)
C: 1.371 3.031 3.559
B: 1.400 1.708 2.722
O: 2.527 0.955 2.621
C: 0.003 1.305 1.934
C: 0.133 0.700 0.523
C: 1.406 1.171 -0.158
C: 1.537 1.003 -1.719
N: 1.294 2.255 -2.432
N: 0.681 -0.048 -2.218
N: 2.940 0.658 -1.928
O: -1.088 1.102 -0.252
C: -1.167 2.354 -0.536
N: -1.284 3.465 -0.791
O: 0.147 -0.664 0.575
C: -1.028 -1.342 0.996
C: -2.009 -1.689 -0.141
C: -1.662 -3.017 -0.842
C: -0.273 -2.932 -1.494
C: -1.839 -4.252 0.062
C: -1.767 -0.608 2.144
I: -2.617 -2.043 3.500
N: -1.021 0.570 2.857
C: -0.242 0.054 4.040
Br: 0.910 -1.366 3.589
C: -0.198 0.465 5.309
C: 0.678 -0.223 6.329
Br: -1.124 1.927 6.077
C: -2.098 1.613 3.224
C: -2.888 2.223 2.087
F: -2.931 0.998 4.092
H: 2.207 3.093 4.258
H: 1.485 3.868 2.849
H: 0.428 3.227 4.073
H: 3.333 1.434 2.394
H: -0.389 2.317 1.783
H: 1.594 2.225 0.079
H: 2.181 0.554 0.291
H: 0.323 2.302 -2.724
H: 1.525 3.063 -1.867
H: 1.144 -0.550 -2.967
H: -0.213 0.295 -2.550
H: 3.071 -0.351 -1.919
H: 3.212 1.027 -2.832
H: -0.666 -2.298 1.373
H: -3.010 -1.780 0.300
H: -2.030 -0.894 -0.886
H: -2.379 -3.102 -1.665
H: 0.444 -2.451 -0.830
H: 0.113 -3.910 -1.794
H: -0.325 -2.324 -2.398
H: -2.439 -5.011 -0.444
H: -0.876 -4.718 0.291
H: -2.340 -4.015 1.006
H: -2.688 -0.192 1.756
H: 0.443 -1.288 6.372
H: 1.731 -0.108 6.060
H: 0.520 0.209 7.313
H: -1.559 2.407 3.738
H: -2.407 3.124 1.708
H: -3.841 2.523 2.529
H: -3.091 1.568 1.244
C: -1.380 2.344 -5.092
O: -1.029 1.600 -4.183
N: -1.799 1.860 -6.293
N: -1.372 3.698 -4.964
H: -2.086 2.446 -7.054
H: -1.808 0.864 -6.412
H: -1.072 4.083 -4.087
H: -1.649 4.322 -5.698
C: 3.172 -3.389 -3.198
O: 2.720 -2.288 -2.925
N: 3.602 -3.710 -4.451
N: 3.275 -4.382 -2.266
H: 3.978 -4.607 -4.694
H: 3.541 -2.998 -5.155
H: 2.969 -4.170 -1.335
H: 3.646 -5.292 -2.466

* E_LUMO: -2.53 eV
* HOMO-LUMO gap: 8.1 eV
* HOMO energy: -10.672 eV
* total charge: +1
* calculated total energy: -7186.63623 hartree

Charges in e, computed with Mulliken, in the same order as the atoms: -0.907 0.708 -0.683 -1.009 1.252 -2.503 0.589 -0.432 0.189 -0.830 -0.496 0.630 -0.679 -0.228 0.496 -0.809 0.404 -1.228 -1.485 -2.744 0.229 2.379 -0.544 0.095 0.579 -1.465 -0.076 -0.052 -1.485 -0.368 0.320 0.377 0.281 0.370 0.138 0.286 0.710 -0.058 0.311 0.205 0.088 0.232 0.349 1.313 0.462 0.044 0.632 0.117 0.633 0.154 0.425 0.323 0.187 0.760 0.375 0.362 0.469 0.547 0.392 0.544 0.201 0.549 -0.563 -0.451 -0.341 0.154 0.211 0.207 0.177 0.606 -0.563 -0.442 -0.366 0.154 0.218 0.210 0.166

=====

Record 2
A 4-piece molecular cluster, C19H39BF6N4O6 overall. Source: the Open Molecules 2025 dataset; level of theory: ωB97M-V/def2-TZVPD.

Element x y z (Å)
H: -4.944 -0.678 3.406
N: -4.422 -0.161 2.698
C: -3.828 0.836 3.206
C: -2.967 1.744 2.359
B: -3.273 3.273 2.504
C: -4.679 3.900 2.117
O: -4.781 4.477 1.061
C: -5.931 3.795 3.017
F: -5.549 3.201 4.184
F: -6.402 5.015 3.290
C: -7.048 2.937 2.378
F: -6.436 1.927 1.705
F: -7.729 3.664 1.497
C: -8.047 2.320 3.412
F: -8.239 3.213 4.385
F: -9.231 2.130 2.772
C: -7.656 0.949 4.045
O: -7.488 0.845 5.218
O: -7.569 -0.079 3.199
H: -3.899 1.071 4.275
H: -3.118 1.435 1.315
H: -1.915 1.571 2.611
H: -2.427 4.048 2.805
H: -7.824 0.160 2.295
C: 2.313 1.043 -0.149
O: 2.548 2.176 0.668
C: 2.037 3.399 0.179
C: 0.563 3.650 0.514
C: -0.417 2.819 -0.308
N: 0.270 3.459 1.938
H: 2.354 1.307 -1.211
H: 1.344 0.582 0.061
H: 3.093 0.314 0.065
H: 2.634 4.178 0.660
H: 2.202 3.472 -0.904
H: 0.375 4.704 0.285
H: -0.459 1.788 0.047
H: -1.421 3.237 -0.226
H: -0.140 2.804 -1.364
H: 0.811 4.115 2.492
H: 0.618 2.541 2.205
C: 3.589 -2.794 -0.597
O: 4.130 -1.897 0.351
C: 4.302 -2.408 1.659
C: 5.600 -3.193 1.873
C: 5.598 -4.582 1.244
N: 6.787 -2.466 1.421
H: 2.859 -3.469 -0.138
H: 4.365 -3.387 -1.088
H: 3.087 -2.194 -1.358
H: 4.322 -1.530 2.311
H: 3.431 -3.014 1.942
H: 5.695 -3.320 2.956
H: 5.752 -4.529 0.165
H: 6.411 -5.178 1.657
H: 4.658 -5.104 1.431
H: 6.879 -1.598 1.938
H: 6.645 -2.189 0.453
C: 0.851 -2.702 -3.571
O: 1.756 -1.719 -4.031
C: 2.869 -2.203 -4.757
C: 2.599 -2.503 -6.236
C: 1.806 -3.783 -6.480
N: 1.943 -1.395 -6.931
H: 1.373 -3.622 -3.287
H: 0.090 -2.946 -4.316
H: 0.351 -2.299 -2.690
H: 3.615 -1.406 -4.701
H: 3.291 -3.084 -4.253
H: 3.584 -2.632 -6.696
H: 0.746 -3.640 -6.271
H: 1.892 -4.077 -7.525
H: 2.171 -4.603 -5.859
H: 2.531 -0.569 -6.900
H: 1.102 -1.145 -6.418

* E_LUMO: -0.41 eV
* HOMO-LUMO gap: 8.9 eV
* HOMO energy: -9.333 eV
* energy above the lowest of the compared OMol25 structures with the same formula, charge and spin: 0.00 kcal/mol
* calculated total energy: -2041.76234 hartree
* SMILES: [H]/N=C/CBC(=O)C(F)(F)C(F)(F)C(F)(F)C(=O)O.COC[C@@H](C)N.COC[C@@H](C)N.COC[C@@H](C)N

Charges in e, computed with Mulliken, in the same order as the atoms: 0.312 -0.661 -0.080 -0.430 0.017 0.119 -0.534 0.972 -0.321 -0.280 0.609 -0.290 -0.308 0.578 -0.276 -0.286 0.431 -0.510 -0.423 0.389 0.289 0.276 -0.031 0.375 -0.325 -0.378 -0.821 0.309 -1.261 -0.484 0.279 0.183 0.043 0.347 0.397 0.365 0.214 0.241 0.411 0.264 0.255 -0.578 -0.259 -0.840 0.405 -1.408 -0.732 0.361 0.184 0.138 0.350 0.426 0.401 0.295 0.342 0.343 0.275 0.309 -0.741 -0.360 -0.585 0.330 -1.401 -0.726 0.325 0.271 0.272 0.325 0.345 0.398 0.293 0.345 0.342 0.268 0.309

=====

Record 3
A 2-piece molecular cluster, C19H39BN2O9S overall in a non-equilibrium geometry. Source: the Open Molecules 2025 dataset; level of theory: ωB97M-V/def2-TZVPD.

Element x y z (Å)
C: -0.212 -6.468 2.564
C: -1.452 -5.648 2.470
C: -2.530 -5.677 1.225
O: -2.770 -6.861 0.626
O: -3.274 -4.507 0.714
C: -2.434 -3.297 0.861
C: -3.057 -1.993 0.018
C: -1.881 -0.837 -0.262
C: -2.543 0.699 -0.217
C: -2.357 1.431 1.245
C: -1.198 2.583 1.302
C: 0.127 2.209 2.191
O: -0.108 1.290 3.314
O: 1.182 1.801 1.253
C: 2.309 1.135 1.919
C: 2.163 -0.473 1.635
O: 3.407 -1.159 1.260
C: 3.565 -1.290 -0.196
N: 3.364 0.008 -0.973
C: 2.607 -2.413 -0.907
N: 1.958 -3.400 0.035
C: 2.949 -4.329 0.698
B: 5.175 -1.694 -0.440
O: 6.220 -0.730 0.038
O: 5.635 -2.952 -1.058
H: 0.387 -6.424 3.586
H: 0.218 -7.172 1.730
H: -1.726 -4.921 3.375
H: -1.379 -3.553 0.392
H: -2.334 -2.921 1.974
H: -3.471 -2.461 -0.990
H: -3.998 -1.552 0.575
H: -1.533 -1.039 -1.382
H: -0.996 -0.961 0.506
H: -2.222 1.354 -1.136
H: -3.716 0.513 -0.338
H: -2.269 0.581 2.043
H: -3.392 1.984 1.467
H: -0.813 2.724 0.180
H: -1.669 3.642 1.585
H: 0.497 3.235 2.678
H: -0.266 0.354 2.939
H: 2.480 1.433 3.037
H: 3.291 1.486 1.338
H: 1.326 -0.599 0.800
H: 1.722 -0.995 2.600
H: 2.358 0.272 -1.047
H: 3.964 0.781 -0.611
H: 1.718 -1.819 -1.437
H: 3.122 -3.033 -1.764
H: 1.295 -2.956 0.707
H: 3.904 -4.566 0.042
H: 2.400 -5.380 0.832
H: 3.199 -3.936 1.775
H: 6.994 -0.744 -0.603
H: 5.530 -2.863 -2.051
O: -3.056 3.550 -1.613
S: -1.972 4.506 -1.700
O: -0.855 4.497 -0.777
C: -1.340 4.493 -3.366
C: -2.192 5.518 -4.099
C: -2.322 6.706 -3.146
C: -2.668 6.150 -1.765
H: -1.418 3.489 -3.787
H: -0.292 4.805 -3.328
H: -1.739 5.810 -5.051
H: -3.184 5.102 -4.308
H: -1.366 7.242 -3.098
H: -3.080 7.417 -3.486
H: -2.237 6.759 -0.967
H: -3.749 6.066 -1.627

* E_LUMO: -0.03 eV
* HOMO-LUMO gap: 8.5 eV
* HOMO energy: -8.497 eV
* calculated total energy: -1956.76316 hartree
* SMILES: C=CC(=O)OCCCCCC[C@@H](O)OCCO[C@](N)(CNC)B(O)O.O=S1(=O)CCCC1

Charges in e, computed with Mulliken, in the same order as the atoms: -0.609 -0.071 0.522 -0.532 -0.332 -0.201 -0.764 0.196 -0.341 -0.585 0.013 -0.084 -0.545 -0.186 -0.598 0.102 -0.476 0.920 -0.626 -0.997 -0.137 -0.602 0.571 -0.558 -0.550 0.228 0.272 0.278 0.233 0.197 0.279 0.303 0.325 -0.324 0.044 0.309 0.304 0.314 -0.159 0.299 0.283 0.305 0.275 0.179 -0.176 0.349 0.215 0.296 0.144 0.352 0.128 0.259 0.159 0.180 0.304 0.326 -0.690 1.400 -0.734 -0.778 -0.604 -0.576 -0.804 0.396 0.389 0.353 0.297 0.295 0.315 0.337 0.397